No. 1
Molecular formula: FHNO3
Method: DFT, ωB97M-V/def2-TZVPD

## Properties
charge = -1
energy above the lowest of the compared OMol25 structures with the same formula, charge and spin = 30.85 kcal/mol
electronic energy = -10361.2800 eV
E_LUMO (spin up / spin down) = 3.102 / 3.106 eV
frontier orbital gap (spin up / spin down) = 6.80 / 6.82 eV

Atoms and positions in Å:
F: 0.18757 -1.27246 -1.06015
O: -0.64593 -0.90338 1.07171
O: -0.90188 1.60966 -0.23599
O: 1.42641 -0.25728 0.65111
N: 0.26136 -0.47342 0.50148
H: -0.32752 1.29687 -0.92816


No. 2
Molecular formula: FHO2PRb
Method: DFT, ωB97M-V/def2-TZVPD

## Properties
electronic energy = -16774.0178 eV
E_LUMO = -1.230 eV
frontier orbital gap = 6.87 eV

Atoms and positions in Å:
Rb: -2.31780 0.59974 -0.00154
P: 2.26569 0.73951 -0.05168
F: -4.75152 -0.19468 -0.10329
O: 0.81360 1.09611 0.11610
O: 2.40405 -0.86128 -0.03599
H: 1.58597 -1.37940 0.07640


No. 3
Molecular formula: FHO3
Method: DFT, ωB97M-V/def2-TZVPD

## Properties
energy above the lowest of the compared OMol25 structures with the same formula, charge and spin = 20.51 kcal/mol
electronic energy = -8866.5467 eV
E_LUMO (spin up / spin down) = -1.637 / -1.637 eV
frontier orbital gap (spin up / spin down) = 9.32 / 9.32 eV

Atoms and positions in Å:
F: -1.78009 -0.31663 0.17372
O: 0.72787 0.82887 0.23458
O: 0.79432 -0.46332 0.23916
O: -0.81509 -1.26658 -0.01599
H: 1.07300 1.21765 -0.63147


No. 4
Molecular formula: FIO3S
Method: DFT, ωB97M-V/def2-TZVPD

## Properties
spin multiplicity = 3
energy above the lowest of the compared OMol25 structures with the same formula, charge and spin = 28.53 kcal/mol
electronic energy = -27791.2474 eV
E_LUMO (spin up / spin down) = 0.421 / -3.739 eV
frontier orbital gap (spin up / spin down) = 8.37 / 6.97 eV

Atoms and positions in Å:
I: -0.06505 -0.21557 -2.69101
S: 0.15806 -0.03769 0.11261
F: -0.75815 -0.13042 1.43546
O: -1.06353 -0.30095 -1.04478
O: 1.02089 -1.14731 0.29828
O: 0.49952 1.28695 -0.13092


No. 5
Molecular formula: FMg3
Method: DFT, ωB97M-V/def2-TZVPD

## Properties
charge = +5
energy above the lowest of the compared OMol25 structures with the same formula, charge and spin = 118.45 kcal/mol
electronic energy = -18973.3217 eV
E_LUMO = -26.612 eV
frontier orbital gap = 14.31 eV

Atoms and positions in Å:
Mg: 0.19543 0.79565 2.07214
Mg: 1.42868 0.07464 -1.74179
Mg: -1.60209 -0.92050 -0.54919
F: -0.02201 0.05022 0.21883


No. 6
Molecular formula: FPS
Method: DFT, ωB97M-V/def2-TZVPD

## Properties
energy above the lowest of the compared OMol25 structures with the same formula, charge and spin = 68.51 kcal/mol
electronic energy = -22838.9775 eV
E_LUMO = -2.989 eV
frontier orbital gap = 7.15 eV

Atoms and positions in Å:
S: 0.19241 -1.88176 -0.04787
P: -0.58767 -0.21592 0.37652
F: 0.39526 2.09768 -0.32865


No. 7
Molecular formula: FeH16O8
Method: DFT, ωB97M-V/def2-TZVPD

## Properties
spin multiplicity = 6
charge = +3
energy above the lowest of the compared OMol25 structures with the same formula, charge and spin = 18.94 kcal/mol
electronic energy = -50996.9955 eV
E_LUMO (spin up / spin down) = -10.803 / -15.479 eV
frontier orbital gap (spin up / spin down) = 12.52 / 7.80 eV

Atoms and positions in Å:
Fe: 0.18580 0.13020 0.07348
O: -1.24220 1.34820 1.89748
O: 1.58680 -1.55280 -0.08252
O: -1.69420 0.62720 -0.75452
O: 0.78980 0.07320 -2.04952
O: 0.46380 2.13120 -0.31152
O: -0.70520 -1.95180 -1.43652
O: -0.73220 -1.22580 1.31448
O: 1.32680 0.65920 1.72248
H: 1.34480 2.51320 -0.23052
H: 2.29680 0.68420 1.82048
H: 1.04380 1.25620 2.44148
H: -0.56320 -1.86280 -2.33152
H: 1.59680 -2.27980 -0.73152
H: -1.56620 -1.71380 1.02248
H: -1.43220 0.87820 2.71048
H: -2.32220 0.00520 -1.18552
H: -1.96820 1.54520 -0.94452
H: -0.33420 -1.81180 1.91048
H: -0.37620 -2.87080 -1.30552
H: 2.22880 -1.79280 0.62848
H: -0.02620 2.71420 -0.90252
H: 0.08380 0.33320 -2.72452
H: -1.52920 2.24020 2.05148
H: 1.54380 -0.07680 -2.60252


No. 8
Molecular formula: FeI
Method: DFT, ωB97M-V/def2-TZVPD

## Properties
spin multiplicity = 5
charge = +1
energy above the lowest of the compared OMol25 structures with the same formula, charge and spin = 0.00 kcal/mol
electronic energy = -42478.7417 eV
E_LUMO (spin up / spin down) = -7.368 / -7.605 eV
frontier orbital gap (spin up / spin down) = 7.62 / 7.40 eV

Atoms and positions in Å:
I: 0.41448 0.51529 1.02630
Fe: -0.41448 -0.51529 -1.02630


No. 9
Molecular formula: H10NO3
Method: DFT, ωB97M-V/def2-TZVPD

## Properties
charge = +1
energy above the lowest of the compared OMol25 structures with the same formula, charge and spin = 34.89 kcal/mol
electronic energy = -7788.1654 eV
E_LUMO = -3.460 eV
frontier orbital gap = 12.07 eV

Atoms and positions in Å:
O: 2.58711 1.17488 -0.11344
O: -1.57691 -3.20514 -0.11079
O: -0.36592 2.35063 0.45994
N: -0.68534 -0.23573 -0.39765
H: 0.15239 2.99791 0.97622
H: -0.67735 -1.22140 -0.23153
H: 0.24845 0.06798 -0.63333
H: 2.93645 0.28559 -0.29052
H: -1.08833 3.03925 0.28628
H: -1.77901 -3.55033 0.79683
H: 2.86843 1.09876 0.75480
H: -1.33937 0.12444 -0.96830
H: -0.74172 0.17080 0.54251
H: -0.93686 -3.92590 -0.33514


No. 10
Molecular formula: H10NO3
Method: DFT, ωB97M-V/def2-TZVPD

## Properties
spin multiplicity = 2
charge = +2
energy above the lowest of the compared OMol25 structures with the same formula, charge and spin = 35.15 kcal/mol
electronic energy = -7772.4255 eV
E_LUMO (spin up / spin down) = -8.400 / -16.259 eV
frontier orbital gap (spin up / spin down) = 11.52 / 3.63 eV

Atoms and positions in Å:
O: -2.20889 1.00871 0.01417
O: -1.08352 -2.02248 -0.72823
O: 2.35094 1.48531 -0.57471
N: 0.67179 -0.27886 0.71243
H: 3.22483 1.17168 -0.33251
H: 2.54628 2.35890 -0.58714
H: 0.07299 0.51292 0.80035
H: -0.97557 -2.30391 -1.60134
H: 0.08459 -0.84480 0.06879
H: -1.65621 -2.82699 -0.36595
H: -2.36260 1.69816 0.67214
H: -2.97238 0.29045 0.14772
H: 1.37134 0.33604 0.16026
H: 0.93640 -0.58514 1.61403


No. 11
Molecular formula: H10NO8Zn
Method: DFT, ωB97M-V/def2-TZVPD

## Properties
charge = +1
energy above the lowest of the compared OMol25 structures with the same formula, charge and spin = 34.85 kcal/mol
electronic energy = -66440.3718 eV
E_LUMO = -4.135 eV
frontier orbital gap = 7.23 eV

Atoms and positions in Å:
Zn: -0.04255 0.26140 -0.09625
O: -0.46655 -3.33360 -0.89125
O: 0.20145 1.75340 1.31575
O: -1.67555 -0.40260 0.90575
O: 1.55845 1.22540 -1.05225
O: -0.14755 -1.30360 -1.45425
O: -1.41655 1.41540 -1.08325
O: 1.40045 -2.76060 -1.55125
O: 1.04045 -0.96460 1.13875
N: 0.19645 -2.48560 -1.51525
H: 2.50045 1.08240 -1.05525
H: -1.76255 -0.51660 1.83775
H: 0.41945 -1.59560 1.49675
H: -1.20555 2.18640 -1.61525
H: -0.35255 2.02740 2.08575
H: 1.92245 -1.04760 1.50175
H: -2.25855 -1.07660 0.60375
H: -2.34155 1.54240 -0.82725
H: 1.42045 2.12340 -1.43625
H: 1.00945 1.86940 1.69175


No. 12
Molecular formula: H10O13S2V
Method: DFT, ωB97M-V/def2-TZVPD

## Properties
spin multiplicity = 4
charge = -2
energy above the lowest of the compared OMol25 structures with the same formula, charge and spin = 0.00 kcal/mol
electronic energy = -74139.4685 eV
E_LUMO (spin up / spin down) = 4.260 / 4.215 eV
frontier orbital gap (spin up / spin down) = 5.14 / 5.44 eV

Atoms and positions in Å:
V: 0.85719 -13.93654 -11.01791
S: 1.92378 -11.64322 -13.29736
S: -1.60180 -15.21543 -8.97863
O: 3.18733 -14.14155 -11.13682
O: -0.48863 -14.84731 -9.79104
O: -2.67309 -15.28007 -9.87525
O: 2.01826 -12.32882 -14.59661
O: 3.20943 -11.14146 -12.75075
O: 1.33889 -16.32163 -11.45664
O: -1.45808 -16.52436 -8.43065
O: 1.51861 -12.82334 -9.26436
O: 1.50541 -12.53577 -12.26650
O: -1.85271 -14.23749 -7.89790
O: 1.14549 -10.45757 -13.45514
O: -0.69815 -14.41563 -12.85643
O: -0.94760 -12.17030 -11.09022
H: -0.84861 -11.45718 -11.63746
H: 1.00526 -12.81050 -8.49387
H: 2.00507 -16.88608 -11.91086
H: -1.81570 -12.43303 -11.41404
H: 3.65606 -14.62184 -10.50225
H: 1.49715 -11.87558 -9.54040
H: -0.52165 -14.31449 -13.79245
H: 0.52039 -16.67009 -11.86576
H: 3.28797 -14.59534 -11.99980
H: -1.44736 -15.01913 -12.75590


> Among the records above, which one has the lowest electronic energy?

H10O13S2V